1.
ORCA calculation (ωB97M-V with the def2-TZVPD basis set) on a molecular structure, C12H13Cl2GdNO3Ti at a distorted geometry.

Values from the calculation:
⟨S²⟩	20.055
E_LUMO (spin up / spin down)	-14.65 / -18.51	eV
energy	-3279.10754	a.u.
charge	+4
spin multiplicity	9
energy above the lowest of the compared OMol25 structures with the same formula, charge and spin	755.0	kJ/mol

Geometry (Å):
Gd: -1.49800 4.27140 -2.51221
Ti: -0.54336 1.76709 -1.04686
Cl: 0.98921 3.31206 -2.12833
Cl: -2.72334 2.03984 -1.59263
O: -1.38266 1.48373 1.94251
O: -1.49501 6.52813 -5.52600
O: -4.48564 6.37736 -3.22758
N: 0.68559 -1.44403 2.66805
C: -0.15942 -0.78141 -1.83916
C: 1.31374 -2.63624 -1.26974
C: -0.59490 -2.04829 2.19556
C: 1.30224 -0.35586 1.69166
C: -3.41613 5.88110 -3.23405
C: -1.69202 5.88860 -4.57821
C: 0.13334 -0.19916 -0.60624
C: 1.04526 -0.77842 0.29160
C: 0.37373 -2.03205 -2.10797
C: 1.59144 -2.47908 3.13531
C: 1.64590 -2.01215 -0.06974
C: -0.98078 1.54354 0.82351
H: 1.78075 -3.59682 -1.53727
H: 2.46166 -2.42111 0.52234
H: -1.30209 -1.30335 1.89335
H: 1.93583 -3.13681 2.34550
H: 0.08258 -2.56745 -2.98814
H: -0.45424 -2.69748 1.36276
H: 0.42801 -0.93776 3.52066
H: 2.46089 -2.01903 3.59724
H: 0.86529 0.59607 1.97440
H: 2.37738 -0.29636 1.93632
H: 1.08276 -3.08288 3.89097
H: -0.80018 -0.23612 -2.53311
H: -1.02781 -2.62707 3.00552

---

2.
ORCA calculation (ωB97M-V with the def2-TZVPD basis set) on 2 unconnected molecules or ions with the total composition C12H13ClN2O at a distorted geometry.

Values from the calculation:
E_LUMO	-0.07	eV
energy	-1109.67097	a.u.
charge	0
spin multiplicity	1
energy above the lowest of the compared OMol25 structures with the same formula, charge and spin	947.7	kJ/mol

Geometry (Å):
Cl: 4.33630 -5.19866 -0.36975
O: -2.72573 -0.51197 1.49722
N: 1.63623 -2.55813 0.30328
N: 1.11118 -0.29676 -0.39955
C: -3.09634 2.64168 0.14437
C: -2.39297 0.61589 1.08269
C: -2.03842 2.55590 -0.83326
C: -0.58309 2.11815 -0.00024
C: 3.43117 -3.80082 -0.46602
C: 3.11127 -1.56442 -0.74036
C: -3.04318 1.74273 1.20743
C: 3.94434 -2.47736 -0.94364
C: -0.19151 -0.32400 0.31661
C: 2.13253 -3.78152 0.07831
C: -1.14691 0.73512 0.49648
C: 2.00970 -1.45574 -0.26849
H: 1.58817 0.49090 -0.47250
H: -0.40674 -1.18664 0.68538
H: -2.11606 1.91351 -1.65445
H: -3.23646 3.66854 0.48645
H: -3.93660 1.47846 1.84862
H: -4.19344 2.13754 -0.68216
H: 3.50521 -0.62508 -1.29579
H: -1.56635 3.68030 -1.37632
H: 0.33997 2.10206 -0.60360
H: 1.71066 -4.64841 0.47619
H: -0.62020 2.66620 0.86246
H: 4.96965 -2.40600 -1.54942
H: -2.53236 2.28851 2.17005

---

3.
ORCA calculation (ωB97M-V with the def2-TZVPD basis set) on a molecular structure, C12H13ClOPb at a distorted geometry.

Values from the calculation:
E_LUMO	-2.21	eV
energy	-1193.16538	a.u.
charge	0
spin multiplicity	1

Geometry (Å):
Pb: -0.02171 -0.39926 0.51466
Cl: 0.22198 -2.66675 1.64858
O: -0.11610 2.38493 1.45128
C: 2.49926 -0.07607 0.15012
C: -2.33684 -1.16922 -0.22096
C: -1.94651 0.92301 -1.13541
C: -1.70801 -1.33145 -1.49531
C: 1.69620 -0.52793 -1.97898
C: -1.49202 -0.05408 -2.03170
C: -0.08379 1.32263 2.02642
C: -2.44715 0.26662 0.02732
C: -0.11235 0.51931 3.29095
C: 2.25461 -1.12438 -0.80740
C: 1.61238 0.85945 -1.77174
C: 2.08933 1.15799 -0.44712
H: 2.92808 -0.19394 1.13270
H: -2.91219 0.72070 0.88463
H: 2.18313 2.13689 -0.02076
H: 1.42960 -1.05853 -2.87101
H: 0.80595 -0.11977 3.31391
H: -1.47179 -2.27981 -1.95958
H: -0.18131 1.27790 4.07927
H: -1.90418 2.00373 -1.27328
H: -0.97559 -0.19341 3.24517
H: -2.67180 -1.95234 0.44627
H: 2.46783 -2.17854 -0.66905
H: -1.07579 0.15239 -3.05098
H: 1.26877 1.59992 -2.47802

---

4.
ORCA calculation (ωB97M-V with the def2-TZVPD basis set) on a molecular structure, C12H13KN5O3 at a distorted geometry.

Values from the calculation:
E_LUMO	-2.83	eV
energy	-1564.38678	a.u.
charge	+1
spin multiplicity	1
energy above the lowest of the compared OMol25 structures with the same formula, charge and spin	37.6	kJ/mol

Geometry (Å):
K: 0.26715 0.41741 0.07537
O: -1.85068 -0.86068 -0.37657
O: 0.89440 -1.86667 0.13959
O: -3.06446 -2.59370 -1.20973
N: 0.11458 2.39764 1.73874
N: 0.58789 2.56803 -1.30697
N: 1.02405 4.71984 -1.07600
N: -0.93047 -3.04151 -0.59869
N: 0.59927 4.54686 1.89131
C: 0.88395 3.07439 -2.54243
C: 0.33533 4.09013 3.16326
C: 2.07673 -4.05596 1.23266
C: -1.94169 -2.04184 -0.69107
C: 0.67714 3.57322 -0.41128
C: 1.15218 -4.21795 0.25726
C: -2.84750 -4.03609 -1.42559
C: -1.49637 -4.33932 -0.83658
C: 0.38426 -2.97511 -0.06428
C: 0.04642 2.75337 3.05716
C: 0.46041 3.49151 1.02793
C: 1.15027 4.41456 -2.41234
H: -0.84625 -4.87027 -1.53712
H: -0.18919 2.10068 3.89291
H: 0.91097 2.52309 -3.47776
H: 1.40139 5.11054 -3.18442
H: 2.77554 -4.84653 1.54328
H: -3.63533 -4.61851 -0.91685
H: 2.14553 -3.06509 1.71343
H: 0.35290 4.68763 4.05066
H: -1.60041 -4.84799 0.13614
H: 0.84238 5.53551 1.70475
H: 1.17567 5.67778 -0.71410
H: -2.86646 -4.25245 -2.50812
H: 1.01044 -5.15253 -0.33455

---

5.
ORCA calculation (ωB97M-V with the def2-TZVPD basis set) on a gas-phase ion, C12H13N2O2 (charge +1) at a distorted geometry.

Values from the calculation:
SMILES	[H]/N=C(/C)C[n+]1ccc(C(=O)O)c(CC#C)c1
E_LUMO	-5.24	eV
energy	-724.71520	a.u.
charge	+1
spin multiplicity	1

Geometry (Å):
O: 2.68182 3.24350 -0.15829
O: 1.47083 3.45134 -2.00552
N: -0.53499 -0.92832 -0.77301
N: -2.90863 -2.65472 1.25410
C: -0.56621 -0.18695 -1.90722
C: 1.71157 2.79381 -1.03579
C: -2.52129 -1.86619 0.35031
C: 0.17879 1.00621 -1.99963
C: -1.31761 -2.19669 -0.63224
C: 0.92943 0.66187 0.29836
C: 2.92921 0.11671 1.67263
C: 3.80131 -0.68673 1.87907
C: 0.18262 -0.53909 0.29093
C: 1.70471 1.00302 1.58655
C: -3.16670 -0.46847 0.14399
C: 0.95196 1.46670 -0.88247
H: -1.66323 -2.58090 -1.60680
H: 0.13449 1.56035 -2.94895
H: -2.42922 0.28614 0.49167
H: -0.63914 -2.89577 -0.09879
H: 4.64646 -1.36762 1.95793
H: 1.03795 0.72886 2.43831
H: 2.20573 3.82232 0.46582
H: 0.19025 -1.17585 1.18833
H: 1.93949 2.06897 1.71646
H: -1.18135 -0.53019 -2.75299
H: -4.07284 -0.35961 0.76600
H: -3.35556 -0.26331 -0.93277
H: -2.33984 -3.50941 1.23401

---

6.
ORCA calculation (ωB97M-V with the def2-TZVPD basis set) on C12H13NO in the gas phase at a distorted geometry.

Values from the calculation:
SMILES	O=C1C=CN2C=CC=C3CCCC[C@@]132
E_LUMO	0.49	eV
energy	-594.96280	a.u.
charge	0
spin multiplicity	1
energy above the lowest of the compared OMol25 structures with the same formula, charge and spin	238.2	kJ/mol

Geometry (Å):
O: 0.64308 -2.56200 -0.95787
N: 2.05446 0.42646 0.20399
C: 2.07836 1.77957 0.18556
C: -0.01239 -0.55665 1.21300
C: 1.33192 -1.65144 -0.58459
C: -1.38256 -0.19941 -1.46215
C: -2.21061 -0.56522 -0.20070
C: -0.05963 1.89102 -0.90650
C: -1.40634 -1.20493 0.99022
C: -0.18807 0.56177 -0.99385
C: 1.01872 2.49397 -0.20552
C: 0.85250 -0.36885 0.00098
C: 3.13238 -0.38153 -0.03017
C: 2.77501 -1.64221 -0.41384
H: -0.19785 0.26608 1.83942
H: 4.13558 0.17457 0.13723
H: -0.63152 2.65894 -1.31392
H: 1.11150 3.62161 -0.08460
H: -2.76467 0.22752 0.26320
H: -2.11449 -1.16792 1.80816
H: -2.96196 -1.21254 -0.40157
H: 2.94192 2.32039 0.52351
H: 3.51142 -2.42493 -0.68888
H: 0.49349 -1.21009 1.80435
H: -2.09303 0.34372 -2.12122
H: -1.25415 -1.20360 -1.90459
H: -1.45139 -2.29644 0.71465

---

7.
ORCA calculation (ωB97M-V with the def2-TZVPD basis set) on C12H13NO2S2 in the gas phase at a distorted geometry.

Values from the calculation:
SMILES	CC(C)OC(=O)CSc1nc2ccccc2s1
E_LUMO	0.72	eV
energy	-1466.71564	a.u.
charge	0
spin multiplicity	1
energy above the lowest of the compared OMol25 structures with the same formula, charge and spin	0.0	kJ/mol

Geometry (Å):
S: 2.20947 -1.78276 0.21464
S: -0.69082 -0.96319 0.12460
O: -3.15476 1.01558 1.55223
O: -3.66837 0.12297 -0.44360
N: 1.41113 0.66992 -0.14324
C: -5.59552 -1.19518 -0.89998
C: -2.84373 0.64595 0.45264
C: 2.77611 0.71559 -0.15952
C: 3.54730 1.85977 -0.33505
C: -5.80637 1.25554 -0.30177
C: 3.41115 -0.53305 0.02008
C: 0.98030 -0.52187 0.03850
C: -5.04932 -0.04628 -0.06644
C: -1.43101 0.69586 -0.09323
C: 5.53688 0.50523 -0.14969
C: 4.92144 1.74143 -0.32816
C: 4.78962 -0.64434 0.02603
H: -6.62657 -1.39272 -0.62226
H: 6.61436 0.44162 -0.14787
H: -5.38461 2.04831 0.31138
H: 5.53168 2.62170 -0.46296
H: -5.00550 -2.09278 -0.73517
H: -6.85102 1.12560 -0.03477
H: 3.05880 2.81102 -0.47171
H: -1.42794 0.92621 -1.15699
H: -5.55286 -0.93979 -1.95551
H: -0.81882 1.39841 0.46822
H: -5.07356 -0.29600 1.00202
H: 5.26214 -1.60383 0.16506
H: -5.73928 1.54259 -1.34869

---

8.
ORCA calculation (ωB97M-V with the def2-TZVPD basis set) on a gas-phase ion, C12H13O2 (charge +1) at a distorted geometry.

Values from the calculation:
E_LUMO	-6.92	eV
energy	-615.17991	a.u.
charge	+1
spin multiplicity	1
energy above the lowest of the compared OMol25 structures with the same formula, charge and spin	0.0	kJ/mol

Geometry (Å):
O: 0.88324 1.75255 2.11747
O: -2.47499 1.18394 3.30459
C: -0.31031 -1.86536 -0.67889
C: -0.25023 1.89246 2.75130
C: 2.12683 1.19179 0.17190
C: -0.33324 0.36277 0.56524
C: -0.27945 -0.55662 -3.06700
C: -0.24992 -1.92298 -3.07060
C: -0.24152 0.18214 -1.97418
C: -1.51603 0.96899 2.67087
C: -0.23960 -0.48461 -0.68157
C: -0.30381 -2.61372 -1.87647
C: 1.04698 0.74601 1.11562
C: -1.29304 -0.10831 1.59164
H: 1.78851 2.07292 -0.41526
H: -2.12393 -0.52840 1.13223
H: -0.57236 -0.06524 -4.01435
H: -0.42896 1.26483 -1.97404
H: -0.22906 2.67369 3.52084
H: 2.54243 0.30056 -0.35606
H: -0.05204 -2.33099 0.26950
H: -0.34097 -2.46320 -4.02222
H: -0.11782 -3.74712 -1.90015
H: -0.69975 1.42721 0.18201
H: -0.76340 -0.87139 2.27067
H: 1.53631 -0.08103 1.59388
H: 2.89614 1.61912 0.77303